Record 1
C47H40AsBrClHfIN5O3S4 | ωB97M-V/def2-TZVPD

Results
- gap between HOMO and LUMO (hartree) = 0.265
- ΔE to the lowest compared entry with this formula, charge and spin (kJ/mol) = 0.0

Geometry as ORCA input:
```
! RIJCOSX wB97M-V def2-TZVPD def2/J DEFGRID3
* xyz -1 1
Hf 0.284 0.232 0.242
I -0.982 2.213 5.145
Br -0.813 7.171 0.992
As 0.236 -2.486 2.039
Cl 4.265 4.242 4.798
S 1.633 -0.121 -2.150
S -0.395 0.135 -4.466
S -0.927 1.064 -7.215
S 2.009 -1.445 0.939
O -1.223 -0.173 -1.266
O 0.126 0.883 2.290
O -0.739 -1.380 0.980
N -2.693 -1.702 -2.080
N 1.424 1.865 -4.067
N 1.007 1.984 -5.379
N -3.260 0.520 -2.075
N 2.248 1.680 0.920
C 0.229 4.823 -0.543
C 1.464 -3.422 5.965
C -4.630 0.155 -2.433
C 3.011 3.306 4.133
C 3.342 2.030 0.227
C 2.965 -1.786 5.149
C 2.563 -2.636 6.162
C -1.265 4.391 1.313
C 0.969 0.737 -3.467
C -2.395 -3.806 2.464
C -1.148 3.051 1.055
C -3.687 -3.918 2.954
C -2.975 1.959 -1.848
C -1.567 -2.759 2.930
C 1.608 2.992 -6.189
C -1.752 -2.723 -1.684
C 2.949 4.968 -6.240
C 0.005 1.127 -5.794
C 1.028 -2.362 3.862
C 1.453 -6.703 0.319
C -4.253 -2.959 3.823
C 4.506 2.720 2.207
C 2.167 -1.567 4.010
C 1.502 2.976 -7.583
C 2.196 2.066 2.231
C 0.902 -4.347 -0.040
C 4.501 2.542 0.813
C -3.941 -2.146 -2.737
C 3.273 2.694 2.891
C -4.651 -1.002 -3.427
C 0.988 1.709 2.895
C 2.758 5.071 -7.601
C 2.400 3.936 -5.542
C 0.815 2.219 4.174
C 0.563 -4.262 1.312
C 0.464 -5.412 2.090
C -0.548 5.297 0.485
C 2.018 4.095 -8.263
C 1.347 -5.598 -0.516
C -0.319 2.538 0.039
C -2.354 -0.439 -1.745
C 0.655 -3.271 4.855
C -3.393 -2.014 4.341
C 1.789 3.083 4.723
C -2.042 -1.973 3.974
C 0.255 3.446 -0.801
C 0.934 -6.625 1.637
H -5.093 1.021 -2.914
H -4.607 -2.560 -1.941
H -0.312 -3.784 4.827
H -1.392 -1.246 4.475
H -1.209 -2.351 -0.782
H 2.602 3.846 -4.450
H 3.114 5.968 -8.144
H 3.881 -1.249 5.236
H -2.137 2.089 -1.132
H 1.809 4.201 -9.332
H 5.359 2.618 0.180
H -5.195 -0.064 -1.502
H -4.344 -4.696 2.592
H 0.827 -7.544 2.292
H -5.707 -1.163 -3.675
H 0.954 -3.443 -0.644
H -1.998 -4.497 1.720
H -0.988 -2.887 -2.366
H 1.136 2.089 -8.136
H -3.739 -1.325 5.123
H -3.900 2.366 -1.389
H 3.234 1.895 -0.854
H 1.930 -7.581 -0.028
H -3.608 -3.007 -3.376
H 1.628 3.555 5.689
H 0.873 3.180 -1.557
H 2.315 -0.792 3.248
H -1.966 4.803 2.085
H 3.561 5.675 -5.707
H 1.664 -5.663 -1.581
H -2.210 -3.677 -1.359
H 0.210 -5.254 3.128
H 0.734 5.525 -1.165
H 5.453 2.846 2.713
H -4.122 -0.751 -4.326
H -1.736 2.419 1.771
H -2.917 2.433 -2.843
H 3.136 -2.714 7.117
H -5.290 -3.001 4.081
H 1.146 -4.163 6.699
*
```

***

Record 2
C47H40BrILaN10O6S2 | ωB97M-V/def2-TZVPD

Results
- gap between HOMO and LUMO (hartree) = 0.201

Geometry as ORCA input:
```
! RIJCOSX wB97M-V def2-TZVPD def2/J DEFGRID3
* xyz -1 1
La 0.185 -0.087 -0.218
I 1.555 1.455 -2.956
Br 1.538 4.650 -4.682
S 2.956 0.478 -0.763
S 0.992 -1.958 -2.217
O 4.212 0.355 4.624
O 1.581 -1.289 1.445
O -5.751 -2.637 -4.465
O 4.320 2.572 4.764
O 2.861 -1.290 3.258
O -0.744 2.131 -0.958
N -2.132 0.915 0.933
N -0.773 -4.587 1.044
N 2.551 2.923 2.687
N 1.346 1.498 1.538
N -3.658 -1.668 -2.898
N -1.786 -0.426 -1.917
N 1.900 -10.659 2.289
N -2.761 1.699 0.034
N -1.005 -2.532 0.255
N -1.063 -0.815 2.670
C -4.680 4.282 -2.567
C 0.923 -8.337 1.855
C 1.639 2.772 1.704
C 1.182 -6.020 1.243
C -1.710 -0.737 5.366
C 0.982 3.129 -5.673
C 1.735 -7.254 1.494
C 0.708 3.278 -7.022
C -2.265 3.097 -3.223
C -4.421 -2.709 -4.932
C -5.019 -1.565 -2.413
C 3.534 -0.838 -1.777
C 0.406 0.826 -5.777
C -2.056 -4.178 1.328
C 0.140 0.951 -7.127
C 1.472 -9.609 2.096
C -3.740 1.827 2.542
C 0.312 2.175 -7.757
C 2.189 -0.715 2.372
C -1.984 0.051 3.117
C 4.704 -2.758 -3.427
C -2.670 -1.020 -2.355
C -5.950 -1.521 -3.628
C -3.975 3.582 -1.607
C -0.202 -5.829 1.333
C 2.884 1.676 3.157
C 2.125 0.790 2.418
C -4.190 4.381 -3.860
C 5.496 -1.791 -2.826
C 4.905 -0.843 -2.018
C 0.856 1.909 -5.027
C -2.004 2.202 -0.921
C -2.325 0.119 4.475
C -3.430 -2.805 -3.769
C -0.190 -3.544 0.396
C -1.010 -6.909 1.708
C 3.874 1.562 4.253
C -2.762 2.981 -1.931
C -0.459 -8.142 1.971
C 1.126 3.899 0.890
C -2.176 -2.915 0.837
C -0.506 -1.649 3.529
C -2.980 3.785 -4.185
C 3.345 -2.764 -3.205
C -0.789 -1.658 4.888
C 2.726 -1.820 -2.381
C -2.602 0.924 2.136
H 0.798 4.250 -7.485
H 0.730 4.693 1.521
H -2.401 -2.791 -4.127
H 6.561 -1.760 -3.001
H 2.989 3.764 3.028
H -5.129 -0.666 -1.807
H -0.201 0.093 -7.689
H -2.758 -4.780 1.866
H -6.994 -1.564 -3.312
H 5.147 -3.492 -4.084
H 2.803 -7.396 1.414
H 0.811 -3.558 0.014
H -5.776 -0.592 -4.190
H 0.352 3.538 0.217
H -4.119 2.300 1.638
H -4.746 4.927 -4.609
H -5.619 4.753 -2.306
H -4.190 -1.824 -5.542
H -5.258 -2.448 -1.803
H -1.090 -8.971 2.260
H -1.320 2.630 -3.459
H 1.825 -5.195 0.982
H -2.080 -6.790 1.783
H -4.367 -3.604 -5.553
H 1.935 4.313 0.288
H -3.025 -2.259 0.870
H -4.542 1.264 3.019
H -1.946 -0.690 6.420
H -0.297 -2.360 5.541
H 5.496 -0.062 -1.563
H 3.695 -0.387 4.089
H -3.390 2.601 3.225
H 2.713 -3.499 -3.684
H 0.134 2.274 -8.818
H 0.286 -0.120 -5.267
H -4.353 3.498 -0.599
H -2.591 3.858 -5.190
H -3.054 0.836 4.817
H 0.215 -2.342 3.119
H -3.605 -3.736 -3.212
*
```

***

> gap between HOMO and LUMO of number 2 (C47H40BrILaN10O6S2)?

0.201 hartree